Record 1
Computed, not measured: 2 unconnected molecules or ions with the total composition C4H7NO2, with wB97M-V/def2-TZVPD.

```
14
Properties=species:S:1:pos:R:3:lowdin_charge:R:1
C 0.16130 -1.13722 -1.00843 -0.020
N 1.04242 -1.22592 -0.08823 0.012
C 1.97658 -0.16208 -0.05414 -0.328
O 1.80245 0.92758 -0.54698 0.032
H 0.19305 -0.37660 -1.79326 0.100
H -0.66164 -1.85282 -1.01783 0.095
H 2.86804 -0.39689 0.54580 0.121
C -0.82526 1.43078 0.29349 0.008
C -1.51153 0.30745 0.48940 -0.322
O -1.32696 -0.57925 1.51488 -0.030
H -0.99216 2.03664 -0.59073 0.072
H -0.05370 1.76218 0.98078 0.072
H -2.30979 0.00490 -0.18855 0.113
H -0.39211 -0.83968 1.54910 0.075
```

Values from the calculation:
E_tot, eV: -9844.3267
SMILES: C=NC=O.C=CO
E_LUMO, eV: -0.3
M, g mol⁻¹: 101.10
HOMO level, eV: -9.4
Net charge: 0
Spin multiplicity: 1
F_max, Eh/bohr: 0.011
ΔE to the lowest compared entry with this formula, charge and spin, eV: 2.9530
Kohn-Sham gap, eV: 9.067

Record 2
Computed, not measured: a gas-phase ion, C4H7NO2P (charge +1) in a non-equilibrium geometry, with wB97M-V/def2-TZVPD.

```
15
Properties=species:S:1:pos:R:3:lowdin_charge:R:1
C -0.92006 -1.21804 0.90646 0.082
C -0.41002 -0.00754 1.18060 -0.128
N 0.04302 0.77511 0.07917 -0.288
P -0.16632 2.48641 -0.37790 1.024
C 0.58679 -0.06635 -0.76698 -0.314
O 0.71020 0.23886 -2.01534 0.185
C 1.34093 -1.44065 -0.29097 -0.137
O 2.29034 -1.42453 0.42964 0.163
H -1.34536 -1.92282 1.61230 0.099
H -1.18778 -1.55106 -0.13181 0.115
H -0.10315 0.43587 2.10493 0.132
H -0.36041 2.95147 0.87150 -0.091
H -1.47232 2.06738 -0.45264 -0.060
H 0.16207 0.90683 -2.39229 0.103
H 0.83207 -2.23093 -0.75667 0.116
```

Values from the calculation:
E_tot, eV: -19125.0306
SMILES: C=C/[N+](P)=C(/O)C=O
E_LUMO, eV: -4.7
M, g mol⁻¹: 132.08
HOMO level, eV: -14.9
Net charge: +1
Spin multiplicity: 1
F_max, Eh/bohr: 0.050
ΔE to the lowest compared entry with this formula, charge and spin, eV: 0.9794
Kohn-Sham gap, eV: 10.182

Record 3
Computed, not measured: a gas-phase ion, C4H7NO2S (charge -1) in a non-equilibrium geometry, with wB97M-V/def2-TZVPD.

```
15
Properties=species:S:1:pos:R:3:mulliken_spin:R:1
O 0.90102 -2.19004 1.39282 0.004
C 0.82944 -1.27007 0.59511 0.004
C -0.13632 0.03500 0.79763 -0.003
C 0.73647 1.25468 0.97786 -0.023
S 1.24105 1.89512 2.69242 0.976
N -1.12488 -0.25268 -0.19453 -0.001
C -0.79367 -0.53240 -1.75461 0.001
O -1.17977 0.48455 -2.40405 0.001
H 1.33001 -1.19956 -0.49123 -0.003
H -0.52803 -0.02630 1.85488 -0.012
H 0.24570 2.20653 0.48030 0.051
H 1.59622 1.25895 0.29273 0.003
H -1.88824 0.42448 -0.26066 0.001
H -1.48968 -1.36275 -2.09846 0.000
H 0.26068 -0.72551 -1.88021 0.000
```

Values from the calculation:
E_tot, eV: -20678.3791
E_LUMO (spin up / spin down), eV: 3.0 / 0.8
M, g mol⁻¹: 133.17
HOMO level (spin up / spin down), eV: -2.9 / -2.9
Net charge: -1
Spin multiplicity: 2
F_max, Eh/bohr: 0.078
ΔE to the lowest compared entry with this formula, charge and spin, eV: 3.9299
Kohn-Sham gap (spin up / spin down), eV: 5.961 / 3.773

Record 4
Computed, not measured: a gas-phase ion, C4H7NO2S (charge -2) in a non-equilibrium geometry, with wB97M-V/def2-TZVPD.

```
15
Properties=species:S:1:pos:R:3:lowdin_charge:R:1
O -2.22733 -1.42477 -1.25696 -0.178
C -1.03006 -1.23623 -1.55266 -0.585
N -0.08393 -0.52628 -1.01057 -0.033
C -0.26563 0.18930 0.21825 -0.435
C 0.87065 1.34963 0.16695 -0.291
O 0.92403 1.92164 -1.10885 -0.142
C -0.03394 -0.78141 1.43323 -0.738
S 0.31655 0.08981 2.97529 -0.001
H -0.65652 -1.83330 -2.43458 0.062
H -1.26303 0.63828 0.35203 0.116
H 0.79471 2.13621 0.95419 0.075
H 1.81451 0.85313 0.33959 0.075
H 0.94013 1.29834 -1.82395 0.034
H 0.85036 -1.33588 1.17987 0.017
H -0.95050 -1.33846 1.56816 0.022
```

Values from the calculation:
E_tot, eV: -20680.1829
SMILES: [O-]/C=N\[C@H](CO)C[S-]
E_LUMO, eV: 6.3
M, g mol⁻¹: 133.17
HOMO level, eV: 0.9
Net charge: -2
Spin multiplicity: 1
F_max, Eh/bohr: 0.052
ΔE to the lowest compared entry with this formula, charge and spin, eV: 2.1850
Kohn-Sham gap, eV: 5.429

Record 5
Computed, not measured: C4H7NO2S in the gas phase in a non-equilibrium geometry, with wB97M-V/def2-TZVPD.

```
15
Properties=species:S:1:pos:R:3:lowdin_charge:R:1
C 0.07257 0.20634 1.47193 -0.134
C -0.54287 0.08151 0.09152 -0.452
C -1.30160 -1.23812 -0.05629 -0.100
S 0.77552 0.18765 -1.24360 0.671
O 1.75040 -0.83690 -1.01163 -0.291
O 0.08410 0.22020 -2.52217 -0.311
C 1.70388 1.76445 -1.14706 -0.237
N 2.33387 2.73412 -1.22214 0.127
H 0.81094 -0.55438 1.84709 0.106
H 0.60286 1.16415 1.77176 0.099
H -0.63894 0.18789 2.25781 0.064
H -1.33688 0.90889 -0.08426 0.157
H -2.45721 -1.17051 0.03866 0.120
H -0.88064 -1.82099 0.79202 0.078
H -0.97600 -1.83428 -0.98363 0.103
```

Values from the calculation:
E_tot, eV: -20679.2498
SMILES: CC(C)S(=O)(=O)C#N
E_LUMO, eV: 0.4
M, g mol⁻¹: 133.17
HOMO level, eV: -11.7
Net charge: 0
Spin multiplicity: 1
F_max, Eh/bohr: 0.058
ΔE to the lowest compared entry with this formula, charge and spin, eV: 3.4865
Kohn-Sham gap, eV: 12.093

Record 6
Computed, not measured: 2 unconnected molecules or ions with the total composition C4H7NO2S in a non-equilibrium geometry, with wB97M-V/def2-TZVPD.

```
15
Properties=species:S:1:pos:R:3:lowdin_charge:R:1
C 2.91222 -1.15946 1.46766 0.144
C 2.27938 -0.72287 0.54480 -0.265
C 1.80875 -0.16511 -0.58290 0.016
C -0.54354 -0.67827 -0.32120 -0.116
N -2.91083 0.79784 -0.28147 -0.052
O -1.08730 0.94158 1.55147 -0.328
O -0.68722 1.99104 -0.65389 -0.342
S -1.19465 0.88332 0.11962 0.536
H 3.39160 -1.10236 2.42956 0.048
H 1.81585 0.94983 -0.42080 0.106
H 1.91565 -0.44278 -1.68397 0.119
H -0.73875 -1.39240 0.55554 0.094
H -0.71205 -1.02555 -1.26034 -0.006
H -3.12913 -0.16468 -0.37668 0.030
H -3.11997 1.28987 -1.08740 0.018
```

Values from the calculation:
E_tot, eV: -20675.7683
E_LUMO (spin up / spin down), eV: -1.2 / -1.1
M, g mol⁻¹: 133.17
HOMO level (spin up / spin down), eV: -9.0 / -9.1
Net charge: 0
Spin multiplicity: 1
F_max, Eh/bohr: 0.103
ΔE to the lowest compared entry with this formula, charge and spin, eV: 6.9681
Kohn-Sham gap (spin up / spin down), eV: 7.854 / 7.905

Record 7
Computed, not measured: 3 unconnected molecules or ions with the total composition C4H7NO3 in a non-equilibrium geometry, with wB97M-V/def2-TZVPD.

```
15
Properties=species:S:1:pos:R:3:lowdin_charge:R:1
C -0.32205 2.23927 -0.20711 -0.012
C 0.20592 0.14427 0.24132 -0.494
C -0.80912 -0.13689 1.03455 0.015
C 0.88244 -1.55498 -1.46350 -0.232
H -1.15720 1.39811 -1.08549 0.235
H 0.15172 3.04242 -0.94873 0.086
H -0.59957 2.92455 0.60555 0.057
H -1.50507 0.59170 1.59688 0.108
H -1.26286 -1.01491 1.23484 0.009
H 0.49634 -2.27995 2.06641 0.330
H 0.75543 -2.68362 -1.55392 0.157
N 1.09363 -1.02832 -0.04087 0.003
O 0.99108 1.28297 0.13024 -0.081
O 0.37166 -2.24872 0.60222 -0.276
O 0.70764 -0.67590 -2.21240 0.096
```

Values from the calculation:
E_tot, eV: -11883.8620
E_LUMO, eV: -0.5
M, g mol⁻¹: 117.10
HOMO level, eV: -8.9
Net charge: 0
Spin multiplicity: 1
F_max, Eh/bohr: 0.119
ΔE to the lowest compared entry with this formula, charge and spin, eV: 11.4155
Kohn-Sham gap, eV: 8.356

Record 8
Computed, not measured: C4H7NO3 in the gas phase in a non-equilibrium geometry, with wB97M-V/def2-TZVPD.

```
15
Properties=species:S:1:pos:R:3:lowdin_charge:R:1
C 1.72221 -0.73238 -0.94733 0.013
C 1.40606 0.66297 -0.37859 -0.525
O 2.13214 1.34601 0.27099 0.087
N 0.07000 1.10347 -0.54958 0.035
C -1.09863 0.25691 -0.34653 -0.093
C -1.18469 -0.40655 1.08097 -0.577
O -0.28072 -0.85845 1.66561 0.149
O -2.32372 -0.13422 1.60281 0.148
H 1.23230 -0.68168 -1.93207 0.087
H 2.78137 -0.86918 -1.05209 0.077
H 1.25800 -1.46988 -0.33120 0.063
H 0.02221 2.04884 -0.09717 0.156
H -2.04467 0.84878 -0.48555 0.138
H -1.06277 -0.64481 -0.93571 0.112
H -2.62909 -0.46984 2.43544 0.129
```

Values from the calculation:
E_tot, eV: -11894.0447
SMILES: CC(=O)NCC(=O)O
E_LUMO, eV: 0.5
M, g mol⁻¹: 117.10
HOMO level, eV: -9.4
Net charge: 0
Spin multiplicity: 1
F_max, Eh/bohr: 0.080
ΔE to the lowest compared entry with this formula, charge and spin, eV: 1.2328
Kohn-Sham gap, eV: 9.897